(1)
{"formula": "C15H31NO3P2Re", "method": "wB97M-V/def2-TZVPD", "symbols": ["P", "P", "C", "C", "H", "H", "H", "H", "C", "H", "H", "H", "C", "H", "H", "H", "C", "H", "H", "H", "C", "H", "H", "H", "Re", "C", "C", "C", "C", "C", "C", "C", "C", "C", "H", "H", "H", "H", "H", "H", "H", "H", "H", "H", "H", "H", "H", "H", "H", "O", "N", "O", "O"], "xyz": [[-4.337, -2.577, -2.170], [-4.078, -1.608, 1.638], [-5.156, -3.163, -0.580], [-5.450, -2.010, 0.393], [-4.522, -3.954, -0.120], [-6.126, -3.642, -0.829], [-5.743, -1.091, -0.158], [-6.313, -2.318, 1.012], [-4.794, -2.675, 2.965], [-4.220, -2.517, 3.892], [-4.794, -3.747, 2.718], [-5.852, -2.400, 3.068], [-4.327, 0.053, 2.247], [-5.174, -0.065, 2.953], [-4.596, 0.736, 1.418], [-3.415, 0.387, 2.776], [-4.633, -3.876, -3.367], [-4.036, -3.602, -4.240], [-5.692, -3.933, -3.635], [-4.284, -4.840, -2.987], [-5.063, -1.035, -2.722], [-5.294, -0.288, -1.948], [-6.006, -1.266, -3.246], [-4.381, -0.589, -3.456], [-1.107, 1.716, -0.437], [-2.483, -2.735, 1.562], [-2.844, -4.100, 1.344], [-2.038, -5.040, 0.618], [-1.253, -4.657, -0.643], [-1.976, -4.223, -1.829], [-2.469, -2.870, -2.027], [-2.399, -1.827, -0.939], [-1.685, -2.015, 0.400], [-2.509, 3.146, -0.288], [-1.919, -2.448, 2.483], [-3.508, -4.609, 2.053], [-2.751, -5.812, 0.295], [-1.311, -5.515, 1.297], [-0.462, -3.921, -0.444], [-0.662, -5.562, -0.839], [-1.786, -4.841, -2.722], [-2.311, -2.530, -3.075], [-3.414, -1.441, -0.637], [-2.059, -0.923, -1.486], [-0.623, -2.289, 0.338], [-1.697, -0.981, 0.738], [-1.974, 4.100, -0.199], [-3.282, 3.126, 0.484], [-3.013, 3.194, -1.263], [0.473, 2.483, -0.638], [-0.797, 0.986, 1.196], [-0.576, 0.416, 2.241], [-1.580, 0.769, -1.830]], "forces_ev_per_angstrom": [[-0.6718, -3.9552, 0.4800], [-2.1380, -4.0056, 1.2134], [0.0004, 0.3020, -0.6137], [0.2607, 0.3573, 0.0908], [-0.2935, 0.5023, -0.4441], [0.5794, 0.2697, -0.1704], [0.1499, -0.4933, 0.4600], [0.4443, 0.4087, -0.1738], [-0.4358, 0.5606, 0.3439], [-0.4165, -0.1027, -0.1371], [-0.0132, 0.7611, 0.0524], [0.3539, 0.1016, 0.4648], [0.4217, 0.5579, -0.0276], [0.4751, 0.3271, -0.3436], [0.2517, -0.2575, 0.5360], [-0.5228, 0.0891, -0.1531], [-1.0645, 0.3733, -0.4425], [-0.1564, -0.1908, -0.1922], [0.1709, -0.1717, -0.1944], [-0.0616, 0.2467, 0.0866], [0.0558, 0.5780, -0.4006], [0.3761, -0.4062, -0.2308], [0.3531, -0.1164, 0.1965], [-0.1213, 0.0724, 0.0871], [6.4324, -0.4521, -2.7543], [0.9832, 3.5332, -1.9385], [-0.7560, -0.5229, 1.5426], [0.3562, -1.0851, -1.4060], [1.4060, -0.4538, 0.9851], [-0.1841, -0.4731, -1.3693], [-2.1923, 0.5892, -0.4786], [1.0360, 1.5255, 0.1790], [0.1960, 0.6816, 0.3537], [-1.3619, 1.3336, 0.3116], [-0.6307, -0.4041, -0.1263], [0.4417, 0.3453, -0.3451], [0.4059, -0.3406, 0.1955], [-0.2193, -0.0787, 0.0769], [-0.1913, -0.2459, 0.1992], [-0.3433, 0.1502, -0.4195], [-0.4499, 0.5234, 0.3461], [1.0064, 0.2279, 0.6469], [0.6050, -0.2712, -0.0329], [0.3603, -0.6096, 0.8604], [-0.5382, 0.0227, 0.0117], [0.4268, -0.0743, 0.2266], [0.0040, -0.0916, 0.1624], [0.1932, -0.0663, 0.0206], [0.1137, -0.0913, 0.0679], [-3.7756, -1.1620, 0.3119], [-0.9423, -0.3896, 2.5037], [-0.3245, 0.9310, -2.4302], [-0.0550, 1.1404, 1.8114]], "e_lumo_ev": [-6.37, -7.85], "multiplicity": 4, "gap_ha": [0.2793, 0.2629], "charge": 2}



(2)
{"formula": "C15H31NO8S", "method": "wB97M-V/def2-TZVPD", "symbols": ["C", "C", "O", "C", "C", "O", "C", "C", "O", "C", "C", "C", "O", "O", "N", "S", "C", "C", "C", "C", "O", "O", "C", "C", "H", "H", "H", "H", "H", "H", "H", "H", "H", "H", "H", "H", "H", "H", "H", "H", "H", "H", "H", "H", "H", "H", "H", "H", "H", "H", "H", "H", "O", "H", "H", "H"], "xyz": [[-3.809, -0.475, 5.372], [-2.357, 0.073, 4.972], [-2.380, 1.237, 4.116], [-2.852, 0.922, 2.784], [-1.622, 0.821, 1.718], [-1.660, -0.515, 1.173], [-0.903, -0.635, -0.068], [-1.936, -0.401, -1.269], [-2.894, -1.488, -1.221], [-4.201, -1.048, -0.805], [-4.796, -1.987, 0.381], [-0.440, -2.191, -0.156], [-0.392, -2.917, 0.893], [-0.140, -2.651, -1.424], [0.239, 0.325, 0.002], [1.772, -0.452, 0.222], [0.242, 1.328, -1.096], [1.518, 2.340, -0.998], [2.531, 1.974, -2.183], [3.959, 2.586, -1.821], [3.974, 3.704, -1.250], [5.207, 1.911, -2.105], [5.316, 0.908, -1.017], [4.946, -0.516, -1.658], [-4.526, 0.323, 5.754], [-4.323, -0.945, 4.449], [-3.707, -1.346, 6.122], [-1.837, 0.367, 5.951], [-1.719, -0.746, 4.488], [-3.562, 1.775, 2.476], [-3.426, -0.059, 2.704], [-0.679, 1.039, 2.346], [-1.826, 1.640, 0.939], [-1.394, -0.516, -2.283], [-2.409, 0.639, -1.289], [-4.252, 0.018, -0.406], [-4.938, -1.130, -1.689], [-4.216, -1.688, 1.332], [-5.895, -1.758, 0.579], [-4.638, -3.095, 0.180], [2.051, -1.321, -0.828], [0.331, 0.863, -2.151], [-0.677, 2.021, -1.013], [1.126, 3.402, -1.224], [1.981, 2.376, 0.039], [2.089, 2.400, -3.161], [2.598, 0.839, -2.342], [6.354, 0.942, -0.533], [4.553, 1.203, -0.209], [5.134, -0.541, -2.799], [3.832, -0.704, -1.514], [5.501, -1.336, -1.093], [4.784, -1.883, -4.626], [3.849, -1.840, -4.935], [5.291, -1.082, -4.896], [5.226, -2.708, -4.929]], "forces_ev_per_angstrom": [[-0.0761, -0.8575, -0.9296], [-0.0530, -0.4774, 0.9669], [-0.7022, -1.3147, -0.2296], [0.1495, 0.2954, -1.1856], [-1.3475, 0.4651, 1.5547], [0.8196, 1.4734, -0.5604], [-1.2675, -0.8759, 0.3956], [1.0962, -0.4390, -1.1145], [-0.6511, 2.2132, 0.6252], [-1.8807, -1.0190, 0.6321], [0.9773, 0.8588, 0.2704], [0.9629, -3.9270, -1.7994], [-0.2942, 2.8055, -2.8015], [-0.7732, 2.7511, 4.3964], [0.4428, -0.9790, -2.1922], [0.3784, 0.2540, 0.3286], [1.0512, 1.6529, -0.3773], [-1.0344, 0.2338, -0.7674], [0.5110, -0.4890, 0.2883], [-0.4330, 3.8401, 1.0256], [0.4378, -4.2329, -2.2544], [-2.0991, 0.1481, 1.4665], [-0.4074, -0.5853, -0.2033], [-0.2248, 0.1251, 0.6536], [1.2227, -0.9124, -0.2963], [0.7998, 0.7432, 1.3996], [-0.1066, 1.5285, -1.0012], [-0.6186, -0.1445, -1.5299], [-1.0046, 0.9263, 0.5959], [1.0756, -1.2590, 0.4805], [0.7601, 1.2374, 0.3667], [-1.2584, -0.3113, -1.2818], [0.6246, -1.1833, 0.8699], [-0.6476, 0.0793, 1.7229], [0.3345, -1.4194, 0.4133], [0.4200, -1.2272, -0.6379], [1.1801, 0.2224, 1.0561], [-0.8275, -0.7665, -1.4178], [1.3582, -0.3125, -0.4899], [-0.2117, 1.5020, 0.1593], [-1.0576, 0.4905, 0.3214], [-0.5707, 0.5431, 1.5983], [1.1998, -1.4913, -0.1766], [0.6868, -1.6321, 0.4436], [-0.4957, -0.2917, -1.4841], [1.0781, -0.4027, 1.4589], [-0.0470, 1.6191, 0.4054], [-1.4305, 0.0382, -1.0660], [1.1597, -0.7934, -1.0019], [0.1582, 0.2886, 2.1337], [1.5002, 0.2368, -0.1989], [-0.6527, 0.9142, -1.0178], [-0.0281, -0.1758, -0.5391], [0.0866, -0.0131, 0.2152], [-0.1317, -0.1098, 0.1841], [-0.1387, 0.1567, 0.1257]], "e_lumo_ev": -3.54, "gap_ha": 0.1126}



(3)
{"formula": "C15H32As2N2O5Y", "method": "wB97M-V/def2-TZVPD", "symbols": ["O", "H", "Y", "N", "N", "O", "O", "C", "C", "C", "C", "H", "H", "H", "H", "H", "H", "H", "H", "O", "H", "H", "C", "H", "H", "H", "O", "H", "H", "C", "As", "C", "C", "C", "C", "C", "C", "C", "As", "C", "C", "H", "H", "H", "H", "H", "H", "H", "H", "H", "H", "H", "H", "H", "H", "H", "H"], "xyz": [[1.123, -2.313, -2.605], [1.554, -2.819, -3.315], [0.480, -0.450, -0.306], [-0.053, 1.746, -0.494], [-0.595, 0.071, -2.290], [0.465, 2.656, 0.503], [-1.042, -0.924, -3.187], [-0.744, 2.264, -1.536], [-1.021, 1.320, -2.562], [-1.148, 3.688, -1.620], [-1.720, 1.647, -3.831], [-0.623, 4.304, -0.880], [-2.234, 3.800, -1.459], [-0.916, 4.089, -2.618], [-2.022, 0.726, -4.341], [-1.057, 2.218, -4.502], [-2.607, 2.265, -3.631], [-0.319, 3.111, 0.883], [-0.299, -1.596, -3.168], [-1.855, -0.939, 0.206], [-2.481, -0.210, 0.383], [-2.365, -1.629, -0.256], [2.102, -1.265, -2.066], [2.306, -1.498, -0.989], [1.701, -0.247, -2.273], [3.073, -1.334, -2.579], [2.450, 0.936, 0.578], [2.149, 1.860, 0.731], [3.383, 0.832, 0.827], [2.702, -3.187, 1.774], [0.937, -3.043, 0.930], [0.766, -4.781, 0.076], [-0.118, -3.270, 2.586], [-0.539, -4.534, 2.995], [-1.232, -4.668, 4.210], [-1.494, -3.550, 4.999], [-1.087, -2.269, 4.578], [-0.411, -2.130, 3.365], [0.112, -0.348, 2.672], [-1.380, 0.686, 3.386], [1.510, 0.086, 3.962], [3.446, -3.043, 0.981], [2.784, -4.189, 2.213], [2.794, -2.409, 2.542], [1.392, -5.513, 0.596], [-0.286, -5.074, 0.096], [1.100, -4.639, -0.957], [-0.337, -5.407, 2.374], [-1.562, -5.658, 4.531], [-2.023, -3.654, 5.950], [-1.305, -1.392, 5.196], [-1.269, 0.776, 4.474], [-1.336, 1.677, 2.911], [-2.316, 0.175, 3.126], [1.071, 0.086, 4.966], [2.308, -0.659, 3.883], [1.884, 1.084, 3.701]], "forces_ev_per_angstrom": [[1.9784, 1.2731, 1.0964], [-0.0200, 0.3380, 0.4000], [-2.4022, 2.8302, -0.5782], [1.1563, -2.0413, 1.5710], [1.4575, -0.8235, 1.5779], [-1.0299, 0.6562, -0.0463], [0.4646, -1.1689, -0.3979], [-0.7834, -0.8899, -2.6374], [0.0644, 1.8791, 1.8617], [-0.2785, 0.5147, -0.2197], [-0.3130, 0.3069, -0.3149], [-0.1166, -0.0691, -0.2628], [0.2728, 0.1678, -0.0515], [-0.1228, 0.0442, 0.3262], [0.0117, 0.3664, 0.0905], [-0.2391, -0.1347, 0.0843], [0.1928, -0.1616, -0.2028], [0.7926, -0.3035, -0.2246], [-1.2777, 1.2209, -0.1515], [-0.7526, -0.3683, 0.3469], [0.4891, -0.3433, -0.3869], [0.2044, 0.4485, 0.1307], [0.6199, -1.7106, -1.7226], [0.2080, -0.1737, -0.9541], [-0.0428, -0.5697, -0.0080], [-0.4462, -0.0742, 0.2296], [0.3859, -0.3945, 0.0401], [-0.0202, -0.3803, -0.1841], [-0.5233, 0.2658, -0.0714], [-0.0737, -0.0888, -0.3635], [-0.1901, -0.6925, 1.1734], [0.1550, 0.1923, -0.0542], [-0.1381, 0.2738, -0.1502], [-0.1475, 0.2420, 0.4218], [0.1238, -0.0007, -0.2408], [0.0947, 0.3920, -0.0340], [-0.0134, -0.5632, -0.1018], [0.1706, -0.0283, -0.3209], [-0.3639, -0.6902, 0.6980], [0.1553, 0.2106, -0.1375], [-0.1559, 0.2294, -0.1667], [0.0597, -0.0902, 0.3808], [0.1251, 0.3574, -0.0321], [0.0596, -0.2731, -0.2220], [-0.1893, 0.0364, -0.1724], [0.1922, -0.0434, -0.1141], [-0.1068, -0.2661, 0.1978], [-0.0763, 0.1579, 0.2798], [0.0917, 0.3368, -0.0693], [0.1819, -0.0218, -0.3600], [0.0348, -0.3837, -0.1950], [-0.1878, 0.0639, -0.3380], [-0.1710, -0.2654, 0.2944], [0.2405, 0.2233, 0.1242], [0.2645, -0.0128, -0.1994], [-0.1222, 0.2575, 0.1221], [0.0561, -0.2578, 0.2392]], "e_lumo_ev": [-2.71, -2.71], "gap_ha": [0.1662, 0.1662], "charge": 1}



The records above yield E values of -44375.1966, -44751.8589, -152003.0739 eV, respectively.
The records above yield energy above the lowest of the compared OMol25 structures with the same formula, charge and spin values of 188.11, 635.43, 139.99 kJ/mol, respectively.